1.
Molecular formula: C42H88BBrN5O9
Method: DFT, wB97M-V/def2-TZVPD

HOMO level: -0.390 Eh
Charge: +1
Calculated total energy: -5202.602946 a.u.
Largest force on an atom: 1.030 eV/Å
Gap between HOMO and LUMO: 7.21 eV

```
146
Properties=species:S:1:pos:R:3:forces:R:3:lowdin_charge:R:1
C 2.81852 -0.34178 4.90522 -0.3 0.0 -0.2 0.12
C 3.30260 -0.71009 3.87212 0.1 0.0 0.1 -0.16
C 3.85657 -1.25644 2.63092 -0.3 0.2 0.2 -0.18
C 2.74104 -1.97781 1.83334 0.4 0.4 -0.1 -0.16
C 2.02120 -1.00822 0.87280 -0.1 -0.5 -0.3 -0.13
C 0.60302 -0.64619 1.31385 -0.3 0.3 0.9 -0.20
C -0.49531 -1.73214 1.11970 0.1 -0.1 -0.1 -0.54
Br -1.95570 -1.39827 2.42707 0.1 0.1 0.0 0.96
C -0.19097 -3.22354 1.28735 -0.1 0.1 -0.5 -0.21
C 0.64396 -3.90066 0.18973 0.1 -0.6 0.4 -0.15
C 1.33019 -5.18102 0.72668 -0.3 0.1 0.2 -0.18
C 0.39940 -6.03101 1.47757 -0.2 0.3 0.2 -0.15
C -0.40716 -6.58171 2.17437 0.1 0.0 0.0 0.13
C -1.04212 -1.30427 -0.22355 -0.2 0.5 -0.2 -0.25
O -1.64976 -2.02223 -1.13354 -0.2 -0.2 0.7 0.25
B -2.58005 -3.07989 -0.86616 -0.3 -0.4 -0.5 -0.79
O -3.56868 -2.90944 0.03880 0.7 0.1 0.3 0.20
O -2.50368 -4.19219 -1.63700 0.4 0.3 0.2 0.24
N -0.77961 -0.06642 -0.48950 0.3 -0.1 -0.2 0.11
C -1.21560 0.58674 -1.71933 -0.5 0.2 -0.7 -0.07
C -2.70479 1.02263 -1.74686 -0.1 0.1 0.3 -0.13
C -3.54067 0.70852 -0.50042 -0.4 0.1 -0.1 -0.18
C -4.73628 1.68100 -0.33077 -0.1 -0.5 0.2 -0.17
C -6.07904 0.97088 -0.03606 0.1 0.5 0.1 -0.18
C -6.50747 1.00632 1.44217 -0.1 -0.3 0.3 -0.16
C -6.88020 -0.37243 1.99347 -0.2 0.2 -0.3 -0.24
O -7.82830 -0.24650 3.03570 0.2 0.0 0.1 -0.18
C -7.57772 -1.02834 4.18339 0.0 -0.1 0.1 -0.11
C 0.00253 0.59969 0.59774 0.7 0.2 0.3 -0.41
O -0.87427 1.35444 1.39220 0.0 0.0 -0.1 0.02
C 1.03185 1.58890 0.05254 -0.2 -0.3 -0.3 -0.11
C 1.87750 2.24086 1.16026 0.2 0.0 -0.2 -0.20
C 1.89236 3.76956 1.07748 0.5 -0.2 0.5 -0.24
C 3.03808 4.37140 1.90852 -0.1 0.1 0.0 -0.10
H 2.33021 -0.04437 5.80213 0.1 0.1 0.1 0.03
H 4.67683 -1.93483 2.86831 0.0 0.0 0.0 0.11
H 4.27020 -0.42523 2.05596 0.2 -0.1 -0.1 0.11
H 3.18527 -2.80222 1.27647 -0.1 0.0 0.0 0.11
H 2.05010 -2.37378 2.57290 0.0 -0.3 -0.1 0.11
H 2.62024 -0.10564 0.82925 -0.1 0.1 0.0 0.08
H 2.00956 -1.39533 -0.15085 0.0 0.0 0.0 0.12
H 0.66992 -0.42831 2.38501 0.0 0.0 -0.1 0.14
H 0.22832 -3.37977 2.27907 0.1 0.1 0.0 0.12
H -1.15385 -3.73622 1.31591 0.0 0.0 0.1 0.09
H 1.42738 -3.25955 -0.20146 -0.1 0.0 -0.2 0.10
H -0.01830 -4.23129 -0.60887 0.1 0.3 -0.2 0.10
H 2.12221 -4.87372 1.41214 0.2 -0.2 -0.1 0.11
H 1.75387 -5.75408 -0.09833 0.2 0.1 0.0 0.12
H -1.10343 -7.05984 2.82200 0.0 -0.1 -0.1 0.04
H -3.81439 -3.75150 0.44243 -0.4 0.1 -0.2 0.14
H -1.70145 -4.22909 -2.17009 -0.1 -0.1 -0.2 0.12
H -1.02560 -0.08694 -2.55427 0.1 -0.2 0.2 0.13
H -0.58581 1.45088 -1.89666 0.1 0.0 0.2 0.12
H -3.19319 0.56109 -2.60463 0.1 0.0 -0.1 0.12
H -2.73205 2.09330 -1.94333 0.1 0.0 0.0 0.10
H -2.95015 0.74200 0.41214 0.1 -0.1 -0.1 0.08
H -3.96195 -0.29477 -0.59919 0.2 -0.1 0.1 0.10
H -4.51732 2.32540 0.52166 0.0 0.3 -0.2 0.11
H -4.84676 2.31188 -1.21273 0.1 0.0 0.0 0.10
H -6.85305 1.47162 -0.61850 -0.1 -0.2 -0.1 0.11
H -6.03462 -0.06528 -0.37787 0.0 0.0 -0.1 0.10
H -5.72854 1.43827 2.07652 0.0 0.0 -0.1 0.11
H -7.39072 1.63019 1.58250 0.0 0.1 -0.1 0.12
H -7.33766 -0.95213 1.18108 0.0 -0.1 0.1 0.12
H -5.99007 -0.91422 2.33065 0.0 0.0 0.0 0.11
H -8.53211 -1.27937 4.64489 0.0 0.1 0.0 0.09
H -7.07079 -1.96718 3.94080 0.0 0.0 0.0 0.08
H -6.97516 -0.47892 4.91454 0.1 0.0 0.0 0.09
H -0.88400 1.02485 2.29700 -0.2 -0.1 0.0 0.07
H 1.66515 1.08877 -0.68611 0.0 0.0 0.0 0.13
H 0.48813 2.36001 -0.49508 -0.1 0.1 0.2 0.12
H 1.55461 1.91351 2.15082 0.0 0.1 0.0 0.12
H 2.91151 1.90033 1.06246 0.0 0.0 0.0 0.10
H 0.94690 4.14942 1.46516 -0.1 0.1 -0.4 0.11
H 2.03304 4.06155 0.03608 -0.2 0.0 -0.1 0.11
H 2.72984 4.57505 2.93405 0.0 -0.1 0.0 0.07
H 3.89952 3.70297 1.95364 0.0 0.0 -0.1 0.07
H 3.38050 5.31220 1.47847 0.0 0.0 0.0 0.07
C 6.35547 -1.70661 5.91762 0.0 -0.1 -0.1 -0.06
C 7.19516 -0.82759 4.99456 -0.1 0.1 0.2 -0.43
C 8.68323 -0.77669 5.36720 0.1 0.0 -0.2 -0.21
O 8.98264 0.02562 6.48898 -0.1 0.0 0.0 -0.19
C 8.78851 -0.58684 7.75047 0.1 0.1 0.0 -0.10
N 6.59673 0.51009 4.92618 0.1 0.0 -0.1 0.04
H 6.13515 -1.21131 6.86287 0.0 0.0 0.0 0.07
H 5.39816 -1.93960 5.45055 0.0 0.1 0.0 0.05
H 6.86491 -2.64751 6.13447 0.0 0.0 0.0 0.08
H 7.14490 -1.26373 3.99049 0.1 0.0 0.0 0.13
H 9.22432 -0.31996 4.53418 0.0 0.0 0.0 0.12
H 9.08955 -1.78820 5.50213 -0.1 0.0 0.0 0.12
H 9.03104 -1.65309 7.71767 0.0 0.0 0.0 0.09
H 7.76488 -0.45845 8.11052 0.0 -0.1 0.0 0.08
H 9.45879 -0.09788 8.45597 0.0 0.0 0.0 0.09
H 7.08683 1.05646 4.22339 0.0 0.0 0.0 0.07
H 6.80547 0.98307 5.80180 -0.1 0.0 0.0 0.07
C -2.22763 4.55837 -7.10310 0.0 0.0 0.0 -0.07
C -2.85514 4.75613 -5.72843 -0.1 -0.2 -0.1 -0.44
C -2.09187 4.06873 -4.59094 -0.1 0.2 0.1 -0.20
O -2.25919 2.65882 -4.51617 0.2 -0.1 0.0 -0.22
C -1.46049 1.91251 -5.41439 -0.1 -0.1 0.1 -0.10
N -4.26282 4.34806 -5.78250 0.1 -0.1 0.2 0.05
H -2.44664 3.57174 -7.51375 0.0 0.0 0.0 0.06
H -2.62847 5.29394 -7.79864 0.0 0.0 0.0 0.08
H -1.14356 4.68492 -7.06750 0.0 0.0 0.0 0.08
H -2.82632 5.82818 -5.51852 0.1 0.0 0.0 0.11
H -2.47920 4.45225 -3.64220 0.0 -0.1 0.0 0.12
H -1.02208 4.31649 -4.62906 0.0 0.0 -0.1 0.12
H -0.48428 2.38181 -5.56819 0.0 0.0 0.0 0.09
H -1.95239 1.77792 -6.37934 0.1 0.0 0.0 0.08
H -1.30916 0.92273 -4.97758 0.0 0.0 0.0 0.07
H -4.72677 4.60104 -4.91484 0.0 0.1 -0.1 0.07
H -4.30318 3.33262 -5.80918 0.0 0.0 -0.1 0.07
C 1.57649 -11.65084 1.57058 -0.1 0.0 0.1 -0.07
C 1.66618 -10.12961 1.50114 0.1 -0.2 -0.1 -0.43
C 1.17661 -9.53346 0.17550 0.0 0.1 0.1 -0.21
O 2.06817 -9.67787 -0.91262 0.0 0.0 0.0 -0.19
C 2.03547 -10.93460 -1.56519 0.1 0.1 -0.1 -0.10
N 3.03333 -9.71693 1.82863 -0.1 0.2 -0.1 0.04
H 2.38597 -12.12824 1.01880 0.0 0.0 0.0 0.07
H 1.65494 -11.98224 2.60534 0.0 0.0 0.0 0.08
H 0.62769 -12.01203 1.16925 0.0 0.0 0.0 0.08
H 1.00817 -9.72630 2.27793 0.0 0.0 0.0 0.13
H 1.06928 -8.45552 0.31803 0.0 0.0 0.0 0.09
H 0.18503 -9.92548 -0.08995 0.0 -0.1 0.0 0.12
H 1.02307 -11.34855 -1.58146 0.0 0.0 0.0 0.09
H 2.71229 -11.65190 -1.09621 -0.1 -0.1 0.0 0.08
H 2.36609 -10.77826 -2.59134 0.0 0.0 0.0 0.09
H 3.07110 -8.70517 1.91275 0.0 0.0 0.1 0.06
H 3.62656 -9.93227 1.03163 0.0 -0.1 0.1 0.07
C -3.61642 9.23931 -5.08879 -0.1 0.0 0.1 -0.06
C -2.15498 8.93206 -4.77639 -0.1 0.1 -0.2 -0.43
C -1.28788 10.17601 -4.54350 0.1 0.0 0.1 -0.21
O -0.94070 10.88196 -5.71537 -0.1 0.0 0.0 -0.19
C -1.92348 11.77606 -6.20559 0.1 0.0 -0.1 -0.10
N -1.61582 8.06857 -5.83291 0.2 0.0 0.1 0.04
H -3.74812 9.56793 -6.11926 0.0 0.0 0.0 0.07
H -4.22482 8.34390 -4.95875 0.0 0.0 0.0 0.07
H -4.00907 10.01439 -4.42838 0.0 0.0 0.0 0.08
H -2.13280 8.36191 -3.84125 0.1 0.0 0.0 0.13
H -0.33720 9.84967 -4.11267 0.0 0.0 0.0 0.12
H -1.75872 10.85110 -3.81634 -0.1 0.0 0.0 0.12
H -2.47976 12.24391 -5.38808 0.0 0.0 0.0 0.09
H -2.62249 11.27907 -6.88214 -0.1 0.0 0.1 0.08
H -1.40544 12.55339 -6.76552 0.0 0.0 0.0 0.09
H -0.68283 7.76214 -5.57023 0.0 0.0 0.0 0.08
H -1.46626 8.64372 -6.65813 -0.1 0.0 0.0 0.08
```
Forces are in eV/Å.


2.
Molecular formula: C42H89BN6O3S
Method: DFT, wB97M-V/def2-TZVPD

HOMO level: -0.286 Eh
Calculated total energy: -2630.972054 a.u.
Largest force on an atom: 0.788 eV/Å
Gap between HOMO and LUMO: 7.24 eV

```
142
Properties=species:S:1:pos:R:3:forces:R:3:lowdin_charge:R:1
C -3.00340 7.37950 1.68562 -0.2 -0.2 0.0 -0.11
O -3.84169 6.30415 1.33009 0.2 -0.3 0.0 -0.19
C -4.40874 6.36945 0.03659 -0.1 0.3 0.1 -0.24
C -4.65540 4.97172 -0.48825 -0.2 0.2 0.1 -0.17
C -4.68269 4.86828 -2.01116 -0.1 -0.5 0.1 -0.19
C -4.08959 3.54026 -2.51998 0.0 0.2 0.1 -0.20
C -2.79908 3.69921 -3.31792 -0.1 -0.3 0.0 -0.21
C -1.85466 2.51474 -3.16994 -0.2 0.1 -0.1 -0.21
C -0.49188 2.77120 -3.76888 0.4 -0.1 -0.3 -0.19
C 0.59475 1.75615 -3.38317 -0.6 0.0 0.1 -0.14
C 0.86807 1.76788 -1.91326 0.5 0.4 0.3 -0.16
C 1.58661 2.76311 -1.29796 -0.4 -0.5 -0.4 0.03
C 1.79011 2.85887 0.11340 -0.5 -0.3 0.5 -0.04
B 2.63221 4.09571 0.58377 0.1 0.0 0.2 -0.48
C 3.80041 4.09721 1.64302 -0.4 0.0 -0.2 0.00
O 2.32698 5.26819 -0.05389 0.2 -0.2 -0.3 0.15
C 1.22963 1.91402 0.95248 0.1 0.2 -0.2 -0.12
C 1.28710 1.94482 2.45142 -0.3 0.2 0.1 -0.16
O 0.02100 2.16068 3.05839 0.0 -0.2 0.1 -0.17
C -0.55240 3.42212 2.79167 0.1 -0.1 -0.2 -0.09
C 0.51820 0.83383 0.35040 -0.1 -0.1 0.1 -0.30
N -0.03264 -0.21494 0.98742 0.1 0.0 0.4 -0.20
S -0.66699 -1.16621 -0.12549 0.0 0.3 0.2 1.01
N -0.32804 -0.33519 -1.44066 0.0 -0.1 -0.5 -0.22
C 0.34527 0.75853 -1.05744 0.0 0.0 -0.1 -0.32
H -3.55544 8.15269 2.21476 -0.1 0.2 0.0 0.08
H -2.52407 7.81125 0.81062 0.1 0.1 -0.2 0.08
H -2.23140 6.99829 2.34393 0.1 -0.1 0.2 0.08
H -3.74618 6.91218 -0.63974 0.2 0.0 -0.1 0.11
H -5.34398 6.92974 0.07983 -0.2 0.2 -0.1 0.13
H -3.88538 4.33330 -0.07494 0.3 -0.2 0.1 0.10
H -5.60575 4.62012 -0.09849 -0.1 -0.3 0.2 0.12
H -5.71258 4.93209 -2.34233 -0.2 0.3 -0.2 0.10
H -4.13259 5.69835 -2.44067 0.1 0.2 -0.2 0.10
H -4.82113 3.01229 -3.12220 -0.1 -0.2 -0.1 0.11
H -3.89055 2.90319 -1.66290 0.0 -0.2 0.2 0.10
H -2.29237 4.61160 -3.01569 0.2 0.2 0.1 0.11
H -3.06409 3.79012 -4.36846 0.1 0.3 -0.3 0.12
H -1.78993 2.24595 -2.12056 0.1 0.0 0.3 0.10
H -2.29718 1.66271 -3.68244 -0.1 -0.3 0.1 0.12
H -0.58318 2.74706 -4.85286 0.0 0.1 -0.2 0.12
H -0.13816 3.76995 -3.52093 0.0 0.2 0.2 0.11
H 1.49197 1.98297 -3.94545 0.3 0.0 -0.1 0.10
H 0.24416 0.76605 -3.65688 0.1 -0.2 -0.2 0.11
H 2.00633 3.54338 -1.91432 0.1 0.1 -0.1 0.12
H 3.50481 4.74237 2.46873 0.0 0.1 0.2 0.07
H 4.69769 4.54057 1.21636 0.2 0.0 -0.1 0.07
H 4.03410 3.12345 2.05085 0.2 -0.2 0.0 0.05
H 3.00613 5.93042 0.09560 -0.1 0.3 0.1 0.10
H 1.62111 0.98248 2.82050 0.0 -0.2 0.1 0.13
H 1.97312 2.70640 2.81334 0.2 0.2 -0.1 0.11
H 0.20684 4.17725 2.59227 0.2 0.2 0.0 0.09
H -1.22013 3.37770 1.93277 -0.1 0.0 -0.2 0.09
H -1.12569 3.73204 3.65631 -0.1 0.0 0.2 0.09
C -3.59662 1.16507 2.56971 0.1 0.1 -0.1 -0.09
C -4.16466 0.56716 3.84487 0.1 0.1 0.0 -0.27
N -4.29223 -0.87521 3.77996 0.0 0.0 0.0 -0.20
C -5.06066 -1.44439 4.86960 -0.1 -0.1 0.1 -0.25
C -4.49850 -1.33025 6.29341 0.0 -0.1 0.0 -0.08
C -3.08555 -1.58903 3.40754 0.2 -0.1 -0.1 -0.24
C -1.82820 -1.39306 4.26729 0.0 -0.1 0.0 -0.07
H -4.18665 0.86527 1.70088 0.0 0.0 0.0 0.08
H -3.61521 2.25296 2.63826 0.0 0.1 0.0 0.07
H -2.55810 0.86708 2.40900 0.0 0.0 0.0 0.05
H -5.16498 0.97442 4.01656 0.0 0.0 0.0 0.12
H -3.54515 0.90527 4.69206 0.0 0.0 0.0 0.10
H -5.23737 -2.49931 4.64055 0.0 0.0 0.0 0.11
H -6.04582 -0.96754 4.85085 0.0 0.0 0.0 0.11
H -3.66371 -2.01022 6.45984 0.1 0.0 0.0 0.05
H -5.27546 -1.58993 7.01530 0.0 0.0 0.0 0.07
H -4.16510 -0.31715 6.51929 0.0 0.0 0.0 0.07
H -2.83445 -1.31277 2.37975 0.0 0.0 0.0 0.09
H -3.34176 -2.64844 3.36373 0.0 -0.1 0.1 0.09
H -1.65808 -0.34212 4.50417 0.0 0.0 0.0 0.07
H -0.95125 -1.74319 3.71860 0.0 0.0 0.0 0.06
H -1.87304 -1.95245 5.20202 0.0 0.1 0.0 0.05
C -1.91882 -5.03168 2.87299 0.1 0.0 0.0 -0.09
C -2.19111 -5.33290 4.33840 0.1 0.0 -0.1 -0.27
N -3.34780 -6.18490 4.53916 0.0 0.0 0.0 -0.20
C -3.79151 -6.23941 5.91920 -0.1 0.0 0.1 -0.25
C -2.85525 -6.86634 6.96105 -0.1 0.0 0.0 -0.08
C -3.33306 -7.44413 3.81767 0.0 -0.1 -0.1 -0.25
C -2.16486 -8.40798 4.07225 -0.1 0.0 0.0 -0.08
H -2.80235 -4.61486 2.38949 0.0 0.0 0.0 0.07
H -1.11114 -4.30184 2.79721 0.0 0.0 0.0 0.07
H -1.60930 -5.91848 2.31886 0.0 0.0 0.0 0.07
H -2.39372 -4.39230 4.85646 0.0 0.0 0.1 0.10
H -1.27188 -5.73892 4.79188 0.0 0.0 0.0 0.11
H -4.75228 -6.76095 5.94279 0.0 0.0 0.0 0.11
H -4.00581 -5.21073 6.22651 0.0 0.0 0.0 0.10
H -2.81879 -7.95179 6.87957 0.0 0.0 0.0 0.05
H -3.21513 -6.63004 7.96413 0.0 0.0 0.0 0.07
H -1.83853 -6.48182 6.87839 0.0 0.0 0.0 0.07
H -3.36257 -7.21887 2.74919 0.0 0.0 0.0 0.10
H -4.27688 -7.95351 4.02672 0.0 0.0 0.1 0.11
H -1.20550 -7.88891 4.08053 0.0 0.0 0.0 0.07
H -2.12533 -9.15412 3.27636 0.0 0.0 0.0 0.07
H -2.26806 -8.94528 5.01375 0.0 0.0 0.0 0.05
C 4.17419 0.26761 0.66190 0.1 0.0 0.0 -0.07
C 4.96309 -1.00499 0.40459 0.0 0.1 -0.1 -0.26
N 4.12843 -2.19139 0.44644 0.0 0.0 0.0 -0.19
C 4.88259 -3.42987 0.45374 0.1 -0.1 0.1 -0.25
C 5.71690 -3.77744 -0.78660 0.0 -0.1 0.0 -0.09
C 2.95616 -2.16164 -0.41457 -0.1 0.1 -0.1 -0.24
C 3.18878 -1.92113 -1.91365 -0.2 0.0 0.0 -0.07
H 3.62415 0.19445 1.60217 0.0 0.0 0.0 0.08
H 4.84930 1.12294 0.72450 0.0 0.0 0.0 0.08
H 3.46249 0.47483 -0.13762 0.0 0.0 0.0 0.06
H 5.72687 -1.11830 1.17841 0.0 0.0 0.0 0.12
H 5.50639 -0.89257 -0.54869 0.0 0.0 0.0 0.10
H 4.18391 -4.24708 0.65280 0.0 0.0 0.0 0.11
H 5.55027 -3.39392 1.32004 0.0 0.1 0.0 0.11
H 5.09469 -4.09898 -1.62094 0.0 0.0 0.0 0.05
H 6.39447 -4.60076 -0.55289 0.0 0.0 0.0 0.07
H 6.32530 -2.93560 -1.11761 0.0 0.0 0.0 0.06
H 2.28426 -1.38110 -0.04533 0.1 0.0 0.0 0.07
H 2.40948 -3.09603 -0.26454 0.1 -0.1 0.0 0.12
H 3.89890 -1.10958 -2.07905 0.0 0.0 0.0 0.06
H 2.24908 -1.62920 -2.38990 0.0 0.0 0.0 0.06
H 3.55393 -2.80536 -2.43481 0.1 0.0 0.0 0.06
C 4.99114 1.98829 -9.18124 0.0 0.0 0.0 -0.09
C 4.78459 1.59526 -7.72663 0.1 0.0 0.0 -0.28
N 3.59645 0.79014 -7.51796 0.0 0.0 0.0 -0.20
C 3.23413 0.64851 -6.12136 -0.1 0.1 0.2 -0.25
C 4.18804 -0.10781 -5.18631 -0.1 0.0 0.0 -0.07
C 3.50141 -0.41123 -8.32751 0.0 -0.1 -0.1 -0.25
C 4.62890 -1.44772 -8.21430 -0.1 0.0 0.0 -0.08
H 4.10505 2.48671 -9.57576 0.0 0.0 0.0 0.08
H 5.83471 2.67487 -9.25933 0.0 0.0 0.0 0.07
H 5.21319 1.12813 -9.81320 0.0 0.0 0.0 0.06
H 4.66325 2.50505 -7.13277 0.0 0.0 0.0 0.12
H 5.70290 1.10827 -7.35881 0.0 0.0 0.0 0.10
H 2.24899 0.17608 -6.06844 0.0 0.0 -0.1 0.11
H 3.09773 1.65950 -5.72305 0.0 0.0 0.0 0.10
H 4.14280 -1.18438 -5.34628 0.1 0.0 0.0 0.06
H 3.88709 0.07424 -4.15241 0.0 0.0 0.0 0.05
H 5.22423 0.21365 -5.29325 0.0 0.0 0.0 0.07
H 3.42153 -0.10634 -9.37334 0.0 0.0 0.0 0.10
H 2.54546 -0.88738 -8.09670 0.0 0.0 0.1 0.11
H 5.61381 -0.97907 -8.22873 0.0 0.0 0.0 0.07
H 4.58194 -2.13423 -9.06166 0.0 0.0 0.0 0.07
H 4.55171 -2.04711 -7.30842 0.0 0.0 0.0 0.05
```
Forces are in eV/Å.


Taking the records one at a time from the top gives LUMO energy values of -3.40, -0.54 eV.